(1)
{"formula": "C36H38N3O2PtS", "method": "the ωB97M-V functional and the def2-TZVPD basis", "elements": ["Pt", "C", "C", "C", "C", "C", "C", "C", "C", "N", "C", "C", "C", "C", "C", "C", "C", "C", "C", "C", "H", "H", "H", "H", "H", "H", "H", "H", "H", "H", "H", "H", "H", "H", "H", "H", "H", "H", "H", "H", "H", "H", "H", "H", "O", "N", "C", "C", "C", "C", "N", "C", "C", "H", "H", "H", "H", "O", "S", "C", "C", "C", "C", "C", "C", "C", "C", "C", "C", "C", "C", "H", "H", "H", "H", "H", "H", "H", "H", "H", "H"], "coordinates": [[-0.8194, 0.3288, -0.0351], [1.2351, 4.9054, 0.7824], [1.9648, 3.5977, 0.6323], [3.3246, 3.4970, 0.8867], [3.9839, 2.2882, 0.7077], [5.4646, 2.1722, 0.9552], [3.2738, 1.1661, 0.2965], [1.8933, 1.2220, 0.0452], [1.2740, 2.4726, 0.2037], [1.0702, 0.1513, -0.4056], [1.5677, -1.2618, -0.4568], [2.5808, -1.3850, -1.6200], [3.0930, -2.8221, -1.7433], [3.7066, -3.2661, -0.4107], [2.6422, -3.2381, 0.6922], [1.4789, -4.1513, 0.3064], [0.8750, -3.6549, -1.0074], [1.9272, -3.7377, -2.1108], [0.4023, -2.2037, -0.8331], [2.1270, -1.8049, 0.8743], [1.9065, 5.6971, 1.1104], [0.4269, 4.8226, 1.5112], [0.7859, 5.2082, -0.1644], [3.8802, 4.3702, 1.2079], [5.8863, 3.1228, 1.2770], [5.9878, 1.8609, 0.0497], [5.6766, 1.4308, 1.7276], [3.8342, 0.2589, 0.1784], [0.2210, 2.5766, -0.0496], [3.4185, -0.7077, -1.5089], [2.0686, -1.0883, -2.5397], [3.8531, -2.8569, -2.5274], [4.5425, -2.6111, -0.1446], [4.1116, -4.2768, -0.5081], [3.0811, -3.5773, 1.6335], [0.7218, -4.1483, 1.0972], [1.8255, -5.1819, 0.1939], [0.0093, -4.2678, -1.2720], [1.4984, -3.4304, -3.0702], [2.2706, -4.7692, -2.2249], [-0.3568, -2.1836, -0.0449], [-0.0639, -1.8510, -1.7601], [2.9205, -1.1826, 1.2760], [1.3163, -1.7999, 1.6125], [-3.0827, 0.0811, -0.1376], [-0.9372, -0.6761, 7.2784], [-0.9223, -0.5248, 6.1411], [-0.9030, -0.3366, 4.7157], [0.0993, 0.4109, 4.1141], [0.0825, 0.5688, 2.7423], [-0.8739, 0.0263, 1.9767], [-1.8414, -0.7001, 2.5561], [-1.8910, -0.9036, 3.9178], [0.8851, 0.8681, 4.6975], [0.8359, 1.1606, 2.2391], [-2.5798, -1.1281, 1.8984], [-2.6855, -1.4947, 4.3491], [-1.6749, 2.8351, -0.8359], [-2.8620, 2.7370, -1.7227], [-4.2228, 2.1136, -0.7530], [-5.3444, 2.9260, -0.6585], [-6.4270, 2.5370, 0.1243], [-6.3808, 1.3438, 0.8228], [-5.2586, 0.5206, 0.7415], [-4.2029, 0.9234, -0.0381], [-2.5703, 1.2723, -2.7255], [-3.5981, 0.5774, -3.3507], [-3.2907, -0.5463, -4.1044], [-1.9686, -0.9584, -4.2431], [-0.9502, -0.2436, -3.6342], [-1.2435, 0.8821, -2.8677], [-5.3627, 3.8647, -1.1982], [-7.3000, 3.1710, 0.1888], [-7.2203, 1.0371, 1.4319], [-5.2107, -0.4214, 1.2714], [-3.1675, -0.5076, -0.9055], [-4.6277, 0.8992, -3.2455], [-4.0846, -1.1001, -4.5875], [-1.7362, -1.8323, -4.8369], [0.0799, -0.5493, -3.7575], [-0.4496, 1.4757, -2.4249]], "atomic_forces_ev_per_a": [[-0.251, -0.322, 0.234], [-0.004, 0.004, 0.012], [-0.085, 0.015, -0.004], [0.055, -0.029, 0.003], [0.035, 0.013, 0.017], [0.002, -0.004, 0.005], [-0.255, -0.082, 0.047], [0.131, 0.079, -0.182], [-0.148, -0.066, -0.131], [0.250, -0.091, 0.133], [0.026, 0.081, -0.070], [-0.052, 0.005, 0.126], [0.008, 0.007, 0.015], [-0.009, -0.006, -0.003], [0.012, 0.003, -0.023], [-0.002, 0.004, 0.007], [-0.034, -0.003, 0.013], [0.003, 0.003, -0.016], [0.011, -0.007, -0.085], [-0.020, 0.076, -0.065], [0.008, 0.001, -0.003], [-0.003, -0.002, -0.010], [-0.006, -0.003, 0.003], [0.002, 0.000, 0.004], [0.000, 0.001, 0.000], [-0.001, 0.000, 0.001], [0.003, 0.000, -0.006], [0.048, -0.237, -0.045], [0.243, 0.067, 0.087], [0.119, 0.138, 0.095], [-0.017, 0.016, -0.021], [0.000, 0.003, 0.007], [-0.008, 0.001, -0.002], [0.002, 0.001, 0.004], [0.003, 0.007, 0.000], [0.000, -0.002, 0.005], [-0.002, 0.000, 0.000], [0.000, -0.001, -0.002], [0.006, -0.003, -0.002], [-0.005, -0.002, 0.001], [-0.017, -0.022, 0.006], [0.015, -0.042, 0.073], [0.093, 0.110, -0.002], [-0.016, 0.012, 0.007], [0.093, -0.174, 0.151], [-0.008, -0.002, 0.009], [0.011, 0.001, -0.010], [0.003, 0.001, 0.001], [0.000, -0.013, 0.002], [-0.047, 0.066, 0.038], [0.042, 0.010, -0.039], [0.070, -0.070, 0.027], [-0.014, -0.007, -0.014], [0.000, 0.002, 0.001], [0.024, -0.007, -0.050], [-0.051, 0.002, -0.046], [0.002, -0.008, 0.001], [0.098, 0.158, 0.075], [-0.269, -0.078, -0.218], [-0.318, 0.248, 0.085], [-0.020, -0.013, 0.033], [0.049, 0.054, -0.038], [0.034, -0.109, 0.015], [-0.195, 0.183, 0.079], [0.460, -0.231, -0.336], [0.087, 0.002, 0.016], [-0.033, 0.022, 0.016], [0.020, -0.002, -0.004], [-0.013, -0.003, -0.005], [-0.009, 0.052, -0.029], [-0.027, -0.044, -0.023], [-0.027, -0.001, -0.002], [0.001, 0.007, 0.001], [-0.003, 0.016, 0.002], [0.004, -0.003, -0.007], [-0.124, 0.183, 0.048], [0.006, 0.004, 0.003], [0.001, 0.002, -0.001], [-0.003, 0.000, 0.000], [0.014, 0.008, 0.003], [0.003, 0.023, -0.015]], "lowdin_charge": [1.08, -0.04, -0.26, -0.01, -0.26, -0.04, 0.00, -0.27, -0.04, -0.09, -0.43, -0.07, -0.28, -0.10, -0.28, -0.12, -0.28, -0.12, -0.13, -0.08, 0.08, 0.08, 0.09, 0.12, 0.08, 0.09, 0.08, 0.09, 0.06, 0.11, 0.12, 0.14, 0.12, 0.12, 0.14, 0.12, 0.13, 0.14, 0.12, 0.13, 0.09, 0.09, 0.11, 0.11, -0.13, 0.20, -0.15, -0.19, 0.04, -0.07, -0.08, -0.09, 0.02, 0.14, 0.11, 0.11, 0.13, -0.54, 1.06, -0.32, -0.06, -0.05, -0.04, 0.01, -0.28, -0.38, -0.08, -0.05, -0.05, -0.07, -0.12, 0.12, 0.12, 0.12, 0.13, 0.13, 0.12, 0.12, 0.12, 0.11, 0.10], "total_charge": 1, "homo_energy_ev": [-10.07, -10.07], "lumo_energy_ev": [-3.5, -3.5], "gap_ev": [6.594, 6.595]}

---

(2)
{"formula": "C4H5NO2", "method": "the ωB97M-V functional and the def2-TZVPD basis", "elements": ["C", "C", "C", "O", "H", "H", "H", "H", "N", "C", "O", "H"], "coordinates": [[0.1691, 1.4409, 0.3127], [-0.6516, 0.7600, -0.4871], [-1.6827, -0.1414, 0.0932], [-1.8486, -0.2893, 1.2851], [0.9759, 2.0626, -0.0620], [0.0683, 1.3432, 1.3905], [-0.5321, 0.7611, -1.5692], [-2.2964, -0.7078, -0.6347], [1.9192, -0.6625, 0.3261], [1.0504, -1.2823, -0.2834], [0.2337, -1.8832, -0.8587], [2.5948, -1.4015, 0.4876]], "atomic_forces_ev_per_a": [[-0.247, 0.054, -0.091], [0.040, 0.349, 0.100], [-0.150, 0.025, 0.363], [0.025, 0.053, -0.491], [-0.168, -0.087, -0.015], [-0.043, 0.075, -0.145], [-0.160, 0.129, 0.158], [0.031, 0.100, 0.087], [-0.250, -0.740, -0.391], [-0.457, -0.575, -0.380], [0.439, 0.462, 0.260], [0.940, 0.154, 0.545]], "lowdin_charge": [0.02, -0.18, -0.30, 0.04, 0.07, 0.08, 0.11, 0.12, 0.17, -0.40, 0.17, 0.09], "smiles": "C=CC=O.N=C=O", "total_charge": 0, "homo_energy_ev": -9.91, "lumo_energy_ev": 0.3, "gap_ev": 10.244}

---

(3)
{"formula": "C6H10N2", "method": "the ωB97M-V functional and the def2-TZVPD basis", "elements": ["C", "C", "C", "N", "C", "N", "C", "C", "H", "H", "H", "H", "H", "H", "H", "H", "H", "H"], "coordinates": [[2.0206, -0.3197, 0.7145], [1.3051, 1.6577, -0.4298], [-0.5980, -1.4473, -0.6208], [0.9112, 0.4357, 0.2143], [-0.7711, -0.1619, 0.1111], [-1.3449, 0.8033, 0.6748], [-2.5678, 0.1321, 0.4359], [-3.7722, -0.0399, 0.3823], [2.8293, -0.3932, -0.0312], [2.4688, 0.1069, 1.6260], [0.4101, 2.2044, -0.7312], [1.9233, 1.4590, -1.3220], [1.8934, 2.3056, 0.2374], [1.7750, -1.3579, 0.9454], [-0.0048, -2.1406, -0.0260], [-1.5725, -1.8903, -0.8312], [-0.0909, -1.2792, -1.5708], [-4.8146, -0.0746, 0.2212]], "atomic_forces_ev_per_a": [[0.137, -0.453, -0.389], [-0.523, -0.224, -0.092], [-1.700, -0.258, -0.077], [-1.962, -1.341, 0.206], [10.205, 2.925, 0.249], [-3.020, -3.569, -1.362], [-4.424, 2.592, 1.300], [1.800, 0.144, -0.154], [0.097, 0.064, -0.012], [-0.132, 0.078, -0.069], [0.097, 0.137, -0.045], [0.000, 0.134, -0.035], [-0.115, -0.059, -0.010], [-0.254, 0.018, 0.125], [0.001, 0.194, 0.093], [0.057, -0.235, 0.066], [0.048, 0.274, 0.220], [-0.311, -0.423, -0.013]], "lowdin_charge": [-0.17, -0.16, -0.01, -0.24, -0.22, 0.21, -0.26, 0.14, 0.07, 0.08, 0.07, 0.07, 0.08, 0.06, 0.09, 0.08, 0.10, 0.02], "total_charge": 0, "homo_energy_ev": -7.47, "lumo_energy_ev": 0.8, "gap_ev": 8.263}

---

In order of appearance, ΔE to the lowest compared entry with this formula, charge and spin = 0.000, 1.741, 6.336 eV.